Version w
Here is a single C8H14N2O3S molecule from the Open Molecules 2025 dataset. Energies are from ωB97M-V with the def2-TZVPD basis set.

## Properties
Frontier orbital gap = 9.640 eV
LUMO level = 0.379 eV
HOMO = -9.26 eV

Each line ends with the natural charge from an NBO analysis.
Atoms and positions in Å:
C: 0.970 -1.761 0.179  -0.14
C: 1.006 -0.328 -0.369  0.70
C: 0.742 -1.800 1.740  -0.55
C: -0.165 1.759 -0.922  -0.16
C: 0.650 2.873 -0.151  0.79
C: -1.627 2.096 -0.991  -0.42
C: -2.338 0.719 -0.795  -0.40
C: -1.496 0.005 0.213  -0.22
H: 2.239 -3.365 -0.320  0.37
H: 2.788 -1.948 -0.874  0.39
H: 0.112 -2.290 -0.274  0.19
H: 1.599 -1.323 2.209  0.25
H: -0.157 -1.258 2.048  0.22
H: -0.610 -3.776 2.089  0.11
H: 0.251 1.637 -1.927  0.23
H: -1.871 2.643 -1.891  0.23
H: -1.874 2.692 -0.114  0.23
H: -3.346 0.838 -0.388  0.22
H: -2.434 0.232 -1.768  0.21
H: -1.752 0.518 1.151  0.20
H: -1.683 -1.068 0.305  0.23
H: 2.119 1.836 -0.588  0.50
N: 2.284 -2.386 -0.099  -0.85
N: -0.143 0.401 -0.248  -0.43
O: 2.015 0.062 -0.952  -0.66
O: 0.112 3.834 0.385  -0.57
O: 1.958 2.579 -0.070  -0.66
S: 0.650 -3.423 2.424  0.00

Version x
Here is a single C8H14N2O3S molecule from the Open Molecules 2025 dataset. Energies are from ωB97M-V with the def2-TZVPD basis set.

## Properties
Frontier orbital gap = 9.516 eV
LUMO level = 0.351 eV
HOMO = -9.17 eV

Each line ends with the natural charge from an NBO analysis.
Atoms and positions in Å:
C: -0.387 -2.360 -0.221  -0.23
C: 0.889 -2.116 0.116  -0.18
C: -1.409 -1.342 -0.027  0.24
C: -1.205 0.065 0.457  -0.51
C: 1.290 -0.756 0.539  -0.55
C: 0.112 0.480 -0.012  0.02
C: -3.851 -0.967 -0.301  -0.44
C: 0.977 2.699 -0.655  -0.44
N: -2.643 -1.814 -0.227  -0.40
N: 0.666 1.785 0.429  -0.67
O: 3.274 0.773 1.020  -0.90
O: 3.793 -1.389 0.013  -0.92
O: 2.793 0.387 -1.361  -0.94
S: 2.893 -0.294 -0.116  2.40
H: -0.928 -3.256 -0.386  0.25
H: 1.696 -2.809 0.276  0.24
H: -1.875 0.739 -0.006  0.23
H: -1.407 0.143 1.589  0.23
H: 1.243 -0.794 1.672  0.26
H: 0.184 0.323 -1.088  0.22
H: -4.660 -1.659 -0.114  0.22
H: -4.035 -0.696 -1.249  0.20
H: -3.756 -0.057 0.350  0.17
H: 1.804 2.386 -1.340  0.24
H: 0.140 3.148 -1.251  0.18
H: 1.423 3.547 -0.173  0.20
H: 0.060 2.207 1.143  0.37
H: 2.920 1.628 0.922  0.52

Quick one: least stable of them? version x

Version w
Here is a molecular structure, C45H100F6N8NaO12S6 from the Open Molecules 2025 dataset. Energies are from ωB97M-V with the def2-TZVPD basis set.

## Properties
Frontier orbital gap = 8.320 eV
Total charge = +3
LUMO level = -6.482 eV
HOMO = -14.80 eV

Each line ends with the Mulliken charge.
Atoms and positions in Å:
Na: 3.410 8.415 8.843  1.80
C: 8.102 8.594 11.486  -1.25
C: 9.513 8.337 11.997  0.00
C: 10.607 9.260 11.469  -0.79
N: 12.041 9.041 11.984  0.29
C: 12.486 7.497 12.048  -0.60
C: 13.770 7.379 12.904  -0.78
C: 13.677 7.953 14.268  -0.54
C: 13.319 9.437 14.173  -0.69
C: 12.074 9.658 13.457  -0.74
C: 13.036 9.819 11.106  -0.97
H: 7.412 8.106 12.175  0.39
H: 7.822 8.052 10.582  0.40
H: 7.793 9.637 11.423  -0.01
H: 9.672 7.282 11.774  0.36
H: 9.515 8.470 13.079  0.19
H: 10.273 10.296 11.422  0.35
H: 10.765 9.081 10.406  0.37
H: 11.709 7.085 12.693  0.40
H: 12.487 7.070 11.046  0.45
H: 13.921 6.300 12.913  0.43
H: 14.614 7.744 12.319  0.37
H: 12.989 7.360 14.870  0.30
H: 14.672 8.003 14.710  0.31
H: 13.192 9.876 15.162  0.41
H: 14.118 10.060 13.770  0.34
H: 11.229 9.232 13.997  0.38
H: 11.772 10.703 13.373  0.43
H: 12.986 9.351 10.123  0.41
H: 14.090 9.895 11.373  0.37
H: 12.683 10.848 11.033  0.35
C: -3.555 9.918 9.089  -1.44
C: -2.528 9.968 10.245  -0.42
C: -1.626 11.258 10.337  -0.51
N: -0.509 11.169 11.374  0.49
C: -1.136 10.533 12.697  -0.99
C: -0.167 10.673 13.910  -0.64
C: 0.259 12.108 14.187  -0.93
C: 0.886 12.733 12.887  0.53
C: 0.050 12.551 11.620  -1.04
C: 0.714 10.338 10.923  -0.27
H: -4.358 9.216 9.316  0.41
H: -3.219 9.687 8.079  0.22
H: -4.092 10.866 9.044  0.37
H: -1.882 9.093 10.166  0.30
H: -3.095 9.744 11.148  0.57
H: -2.120 12.202 10.565  0.59
H: -1.222 11.463 9.346  0.25
H: -2.075 11.033 12.936  0.49
H: -1.359 9.501 12.423  0.64
H: -0.675 10.282 14.791  0.51
H: 0.601 9.918 13.744  0.04
H: -0.538 12.733 14.589  0.35
H: 0.893 11.978 15.064  0.28
H: 1.021 13.806 13.022  0.69
H: 1.885 12.324 12.738  -0.49
H: -0.843 13.141 11.828  0.58
H: 0.556 12.961 10.746  0.40
H: 1.117 10.859 10.055  -0.24
H: 0.272 9.443 10.485  0.27
H: 1.430 10.182 11.730  0.07
C: -3.386 8.091 0.070  -1.27
C: -2.994 6.823 0.826  -0.28
C: -1.947 7.211 1.903  -0.94
N: -1.270 6.084 2.677  0.64
C: -0.466 5.193 1.644  -0.72
C: 0.475 4.205 2.321  -1.03
C: 1.402 4.883 3.322  -0.59
C: 0.643 5.712 4.397  0.71
C: -0.314 6.724 3.743  -1.01
C: -2.301 5.259 3.460  -1.00
H: -2.626 8.873 0.072  0.36
H: -4.306 8.579 0.392  0.34
H: -3.635 7.817 -0.955  0.36
H: -2.580 6.057 0.170  0.32
H: -3.860 6.300 1.233  0.41
H: -2.375 7.879 2.651  0.42
H: -1.086 7.693 1.440  0.37
H: 0.091 5.773 0.909  0.38
H: -1.168 4.607 1.050  0.41
H: 0.917 3.560 1.562  0.49
H: -0.208 3.514 2.817  0.37
H: 2.169 5.503 2.858  -0.11
H: 2.046 4.158 3.820  0.54
H: 1.429 6.217 4.958  -0.74
H: 0.067 5.207 5.172  0.62
H: 0.311 7.412 3.174  0.27
H: -0.955 7.311 4.401  0.57
H: -2.985 6.017 3.839  0.39
H: -1.880 4.738 4.320  0.37
H: -2.778 4.514 2.824  0.35
C: 4.838 12.321 15.806  -1.06
C: 5.184 13.550 14.872  -0.42
C: 4.881 13.318 13.355  -0.52
N: 5.588 14.298 12.341  0.27
C: 7.089 14.030 12.152  -1.09
C: 7.322 12.670 11.486  -0.27
C: 6.612 12.481 10.140  -0.92
C: 5.103 12.820 10.258  0.59
C: 4.797 14.132 10.945  -1.02
C: 5.426 15.750 12.844  -0.91
H: 5.142 11.378 15.352  0.30
H: 3.756 12.281 15.933  0.18
H: 5.114 12.412 16.857  0.39
H: 6.258 13.675 15.011  0.25
H: 4.640 14.461 15.123  0.39
H: 3.810 13.518 13.376  0.46
H: 5.077 12.298 13.025  -0.01
H: 7.559 14.005 13.135  0.44
H: 7.544 14.883 11.648  0.51
H: 6.999 11.832 12.105  0.15
H: 8.380 12.444 11.355  0.46
H: 6.811 11.504 9.700  0.52
H: 7.032 13.145 9.385  0.38
H: 4.526 12.005 10.694  -0.40
H: 4.646 12.788 9.269  0.33
H: 3.748 14.262 11.210  0.50
H: 5.049 14.983 10.311  0.40
H: 4.424 15.843 13.264  0.36
H: 5.579 16.387 11.973  0.40
H: 6.253 15.973 13.518  0.37
C: 5.456 12.944 3.886  -1.55
C: 5.115 11.689 4.645  -0.03
C: 5.681 10.363 4.001  -0.60
N: 5.323 9.015 4.792  0.61
C: 6.323 7.876 4.299  -0.43
C: 6.013 7.570 2.768  -0.97
C: 4.526 7.166 2.573  -0.80
C: 3.546 8.185 3.167  -0.30
C: 3.866 8.617 4.645  0.10
C: 5.628 9.303 6.311  -0.62
H: 6.531 13.129 3.889  0.37
H: 5.107 13.885 4.311  0.39
H: 5.154 12.772 2.853  0.36
H: 4.062 11.598 4.915  0.04
H: 5.678 11.904 5.553  0.11
H: 6.757 10.299 3.843  0.57
H: 5.212 10.337 3.017  0.50
H: 7.362 8.191 4.392  0.45
H: 6.045 6.987 4.864  0.24
H: 6.208 8.469 2.183  0.37
H: 6.727 6.775 2.553  0.51
H: 4.353 6.849 1.545  0.62
H: 4.497 6.292 3.224  0.20
H: 3.478 9.157 2.677  0.62
H: 2.512 7.843 3.126  -0.37
H: 3.251 9.484 4.888  -0.31
H: 3.562 7.838 5.345  0.24
H: 5.013 10.141 6.640  0.14
H: 6.705 9.421 6.428  0.39
H: 5.505 8.351 6.828  -0.12
N: 3.938 6.284 8.230  -0.02
S: 3.156 5.065 7.753  0.60
O: 3.228 3.766 8.459  -0.57
O: 2.865 4.959 6.306  -0.55
F: 1.716 5.451 8.343  -0.28
S: 5.445 5.498 8.227  0.78
O: 6.252 5.471 7.005  -0.63
O: 5.726 4.536 9.276  -0.52
F: 6.062 6.817 8.909  -0.17
N: 2.099 10.213 7.376  0.29
S: 1.579 11.536 7.034  0.47
O: 0.755 12.255 7.998  -0.58
O: 1.410 11.958 5.652  -0.61
F: 3.003 12.277 7.246  -0.31
S: 0.583 9.546 6.894  0.67
O: 0.204 9.430 5.480  -0.60
O: -0.478 9.517 7.887  -0.34
F: 1.178 8.063 7.027  -0.04
N: 3.146 8.258 11.218  0.17
S: 2.488 7.063 11.767  0.82
O: 1.605 7.254 12.924  -0.66
O: 3.087 5.739 11.530  -0.52
F: 1.239 7.047 10.665  -0.30
S: 4.050 8.480 12.568  0.59
O: 4.830 7.425 13.163  -0.58
O: 3.515 9.393 13.516  -0.58
F: 5.196 9.297 11.838  -0.10

Version x
Here is a molecular structure, C45H100F6N8NaO12S6 from the Open Molecules 2025 dataset. Energies are from ωB97M-V with the def2-TZVPD basis set.

## Properties
Frontier orbital gap = 10.002 eV
Total charge = +3
LUMO level = -5.420 eV
HOMO = -15.42 eV

Each line ends with the Mulliken charge.
Atoms and positions in Å:
Na: -0.055 -0.705 -0.143  2.29
C: 8.085 1.302 2.396  -1.36
C: 7.511 -0.092 2.510  -0.48
C: 5.952 0.015 2.946  -0.34
N: 5.224 -1.272 3.473  0.24
C: 5.410 -2.467 2.417  -1.40
C: 4.482 -2.325 1.191  -0.01
C: 3.000 -2.030 1.554  -0.22
C: 2.780 -0.792 2.441  1.86
C: 3.732 -0.844 3.670  -1.23
C: 5.707 -1.879 4.884  -0.95
H: 9.109 1.187 2.041  0.40
H: 8.006 1.753 3.385  0.38
H: 7.575 1.942 1.676  0.33
H: 8.116 -0.595 3.265  0.30
H: 7.585 -0.617 1.558  0.33
H: 5.406 0.199 2.021  0.09
H: 5.726 0.899 3.543  0.52
H: 6.451 -2.691 2.186  0.43
H: 5.184 -3.311 3.069  0.52
H: 4.837 -1.507 0.564  0.16
H: 4.506 -3.189 0.528  0.43
H: 2.412 -1.927 0.642  -0.25
H: 2.622 -2.898 2.093  0.34
H: 3.001 0.111 1.871  -0.71
H: 1.707 -0.686 2.600  -0.65
H: 3.829 0.135 4.139  0.64
H: 3.285 -1.676 4.214  0.39
H: 6.733 -2.245 4.905  0.30
H: 4.977 -2.661 5.096  0.45
H: 5.551 -0.918 5.373  0.39
C: -3.247 1.964 -0.163  -0.60
C: -2.713 2.714 -1.425  1.64
C: -2.644 4.164 -1.098  -1.59
N: -2.290 5.148 -2.251  0.35
C: -2.131 6.553 -1.595  -0.53
C: -1.922 7.649 -2.612  -0.82
C: -2.993 7.608 -3.847  -0.81
C: -3.085 6.152 -4.452  -0.91
C: -3.388 5.105 -3.346  -0.53
C: -0.859 4.713 -2.855  -1.10
H: -3.425 0.922 -0.427  -0.36
H: -4.157 2.468 0.165  0.56
H: -2.496 1.954 0.626  -0.01
H: -3.486 2.609 -2.186  0.10
H: -1.696 2.423 -1.685  -0.74
H: -1.914 4.196 -0.289  0.32
H: -3.629 4.590 -0.908  0.60
H: -3.026 6.715 -0.996  0.52
H: -1.352 6.607 -0.834  0.40
H: -2.123 8.605 -2.129  0.47
H: -0.868 7.704 -2.885  0.36
H: -3.942 7.914 -3.406  0.33
H: -3.006 8.356 -4.639  0.44
H: -3.953 6.029 -5.099  0.51
H: -2.290 5.868 -5.141  0.38
H: -4.386 5.197 -2.917  0.49
H: -3.437 4.128 -3.826  0.27
H: -0.027 4.640 -2.154  0.23
H: -0.712 5.389 -3.697  0.62
H: -0.980 3.760 -3.370  0.32
C: -7.947 0.427 -0.096  -1.41
C: -7.082 0.588 -1.392  0.22
C: -7.110 -0.812 -2.005  -1.20
N: -5.977 -1.233 -2.994  0.31
C: -6.506 -2.644 -3.582  -0.82
C: -5.655 -3.138 -4.776  -0.48
C: -5.485 -2.044 -5.880  -0.97
C: -4.828 -0.745 -5.239  -0.20
C: -5.725 -0.157 -4.116  -0.43
C: -4.699 -1.585 -2.247  -0.21
H: -8.868 -0.111 -0.322  0.36
H: -8.225 1.410 0.286  0.41
H: -7.285 -0.163 0.538  0.37
H: -6.077 0.853 -1.062  -0.09
H: -7.539 1.348 -2.026  0.42
H: -8.067 -1.051 -2.469  0.57
H: -7.011 -1.565 -1.224  0.54
H: -7.537 -2.580 -3.929  0.43
H: -6.554 -3.363 -2.763  0.53
H: -6.101 -4.033 -5.209  0.47
H: -4.647 -3.439 -4.491  0.16
H: -6.468 -1.724 -6.225  0.32
H: -4.832 -2.444 -6.656  0.44
H: -4.894 0.054 -5.977  0.56
H: -3.771 -0.941 -5.060  -0.11
H: -6.612 0.268 -4.586  0.49
H: -5.203 0.670 -3.635  0.14
H: -4.824 -2.505 -1.677  0.33
H: -4.441 -0.716 -1.640  -0.14
H: -4.019 -1.571 -3.098  0.03
C: 2.919 2.178 -4.919  -1.50
C: 2.855 0.649 -4.729  0.53
C: 4.221 0.019 -4.344  -0.84
N: 4.185 -1.469 -4.023  0.11
C: 5.717 -1.862 -3.750  -0.60
C: 5.880 -3.362 -3.403  -0.96
C: 4.933 -3.843 -2.273  -0.50
C: 3.454 -3.265 -2.404  -1.04
C: 3.377 -1.803 -2.697  0.39
C: 3.620 -2.265 -5.243  -1.05
H: 3.242 2.775 -4.066  0.32
H: 1.896 2.475 -5.150  0.34
H: 3.376 2.540 -5.840  0.43
H: 2.554 0.187 -5.669  0.42
H: 2.116 0.188 -4.073  -0.57
H: 4.499 0.674 -3.518  0.31
H: 4.944 0.069 -5.158  0.64
H: 5.924 -1.139 -2.960  0.47
H: 6.281 -1.638 -4.655  0.44
H: 6.919 -3.418 -3.078  0.48
H: 5.832 -3.927 -4.333  0.38
H: 5.382 -3.725 -1.287  0.10
H: 4.944 -4.913 -2.480  0.40
H: 2.883 -3.672 -1.570  0.57
H: 2.901 -3.729 -3.221  0.46
H: 3.703 -1.203 -1.847  0.25
H: 2.318 -1.595 -2.850  -0.45
H: 3.743 -3.341 -5.120  0.56
H: 4.209 -1.899 -6.084  0.38
H: 2.603 -1.939 -5.463  0.28
C: -2.052 -4.108 7.012  -1.55
C: -0.748 -3.339 7.093  -0.03
C: -1.058 -1.867 7.519  -0.65
N: 0.212 -0.977 7.348  0.26
C: -0.082 0.426 7.914  -0.54
C: -1.028 1.293 7.101  -0.84
C: -0.757 1.353 5.585  -1.23
C: -0.553 -0.040 5.060  1.45
C: 0.568 -0.728 5.864  -1.23
C: 1.473 -1.574 8.025  -1.09
H: -2.759 -3.686 6.299  0.37
H: -2.421 -4.413 7.991  0.39
H: -1.851 -5.109 6.628  0.44
H: -0.266 -3.395 6.117  0.09
H: 0.003 -3.829 7.712  0.38
H: -1.254 -1.738 8.584  0.52
H: -1.879 -1.506 6.899  0.31
H: -0.568 0.223 8.868  0.41
H: 0.873 0.933 8.051  0.42
H: -2.058 0.953 7.200  0.35
H: -0.942 2.311 7.482  0.42
H: -1.646 1.819 5.161  0.45
H: 0.002 2.068 5.267  0.51
H: -1.440 -0.670 4.987  0.24
H: -0.136 0.212 4.085  -1.09
H: 0.910 -1.655 5.404  0.60
H: 1.396 -0.032 5.999  0.44
H: 2.284 -0.888 7.782  0.43
H: 1.715 -2.453 7.427  0.42
H: 1.226 -1.657 9.083  0.32
N: 0.890 1.324 0.351  -0.04
S: 0.777 2.501 1.262  0.58
O: 0.271 3.753 0.699  -0.57
O: 1.876 2.591 2.235  -0.58
F: -0.485 1.942 2.089  -0.17
S: 2.168 1.981 -0.640  0.73
O: 3.456 2.226 -0.031  -0.63
O: 1.893 2.827 -1.820  -0.56
F: 2.661 0.643 -1.376  -0.02
N: -0.126 -1.241 -2.430  0.23
S: -0.469 -2.359 -3.305  0.04
O: 0.536 -2.792 -4.299  -0.54
O: -1.874 -2.628 -3.586  -0.36
F: -0.073 -3.523 -2.266  -0.30
S: -0.802 -0.054 -3.478  0.15
O: -2.127 0.298 -3.080  0.17
O: -0.497 -0.021 -4.902  -0.61
F: 0.123 1.146 -3.020  -0.10
N: -1.167 -2.279 1.265  -0.04
S: -0.811 -3.385 2.181  0.45
O: -1.745 -4.537 2.339  -0.64
O: -0.054 -3.033 3.348  -0.43
F: 0.393 -4.067 1.343  -0.27
S: -2.659 -1.842 2.034  0.66
O: -2.958 -2.332 3.339  -0.40
O: -3.732 -1.713 1.008  -0.47
F: -2.338 -0.209 2.283  -0.20

Quick one: least stable of them? version w